ORCA calculation (ωB97M-V with the def2-TZVPD basis set) on 16 unconnected molecules or ions with the total composition C23H65N18O31S at a distorted geometry.

Computed properties:
Max |F| = 1.07 eV/Å
Charge = +1
DFT total energy = -4629.87455 hartree
LUMO energy = -3.271 eV
Energy above the lowest of the compared OMol25 structures with the same formula, charge and spin = 0.0 kcal/mol

The geometry in XYZ format:
```
138
Properties=species:S:1:pos:R:3:forces:R:3
S 5.266 -3.436 -1.358 0.1298 0.0462 -0.0280
O -0.611 2.085 -7.172 0.0106 -0.0068 0.0135
O 3.567 -2.582 6.297 -0.3051 0.1844 0.1086
O 6.334 -5.865 4.122 0.0023 0.0360 -0.1916
O -6.386 3.701 -2.448 0.0312 -0.0105 -0.1307
O -6.424 3.393 -4.577 -0.0110 -0.0044 0.0810
O -8.169 12.195 -1.332 -0.0082 0.2832 -0.1172
O -5.525 5.748 -6.484 -0.0854 -0.0063 -0.0635
O 7.526 -4.639 8.933 0.0254 -0.0940 -0.1104
O 2.971 -1.150 -4.910 0.1393 0.0053 -0.0799
O -2.681 0.488 -2.542 -0.3141 0.1878 -0.1665
O -6.573 8.113 -1.832 -0.0646 -0.0856 0.0477
O -1.298 -4.009 4.656 0.2589 -0.0178 -0.0716
O -1.022 -2.820 6.431 0.0047 -0.0739 -0.1045
O 9.251 -5.934 8.996 -0.0681 0.0261 -0.0471
O -10.084 13.142 -1.010 0.1434 -0.0208 -0.0799
O -7.618 6.431 -0.981 -0.0205 0.1723 0.1697
O 1.077 -5.020 -4.596 0.1167 0.1091 0.0465
O -9.232 9.070 1.743 -0.2044 0.1238 0.0321
O 6.379 -0.437 7.008 0.0434 -0.0791 -0.0840
O -1.015 -4.774 -0.608 0.0342 -0.0959 0.3216
O 2.840 -3.973 -3.936 -0.0524 -0.2244 0.0220
O -2.741 0.175 -4.670 -0.0423 0.0588 0.1277
O 7.669 -2.086 6.498 0.0783 0.2500 0.0458
O -11.270 9.764 1.816 0.1148 -0.0142 0.0067
O 6.611 -4.081 2.940 0.0277 -0.2063 0.1058
O 3.287 -6.549 5.396 -0.1384 0.0594 -0.0054
O 1.439 -7.620 5.072 0.0756 0.0862 0.0013
O 4.188 0.611 -4.674 -0.0188 -0.0940 -0.0253
O -7.574 5.232 -6.912 0.1184 0.0538 -0.2426
O -0.123 3.121 -5.347 -0.0528 -0.0487 0.0212
O 3.847 -0.835 5.074 -0.0461 -0.0937 0.0461
N 8.152 -5.623 8.588 0.0108 0.0601 0.0951
N 6.303 -4.661 3.968 0.0838 0.1288 0.1319
N -6.694 4.034 -3.576 -0.0686 0.0527 -0.0370
N -2.999 0.822 -3.671 0.1325 -0.1123 0.0000
N -0.039 -5.313 0.256 0.9436 0.0832 0.2374
N -6.391 5.279 -7.192 -0.0284 -0.0124 0.1005
N -10.197 9.651 1.270 -0.0965 -0.0597 -0.0141
N -6.962 7.449 -0.888 0.0521 0.0230 -0.0066
N 1.972 -4.132 0.331 0.0420 0.1293 0.0501
N 0.065 2.258 -6.181 -0.0076 0.0112 -0.0095
N 4.023 -0.589 -4.655 -0.0591 0.1423 0.0919
N 7.405 -0.902 6.550 -0.0372 -0.0120 0.1120
N 2.451 -7.072 4.689 0.0066 -0.0619 0.0622
N -8.881 13.170 -1.167 0.0389 0.1627 -0.0729
N 2.092 -4.388 -4.804 0.0349 -0.0330 -0.0133
N 3.546 -1.378 6.118 0.0877 0.0308 -0.0893
N 0.212 -3.360 1.627 0.0206 0.2780 -0.3007
N -0.751 -3.760 5.720 -0.0427 0.1334 0.0893
C -0.024 -0.884 -2.892 0.3202 -0.0483 0.5897
C -3.751 2.094 -3.834 0.0409 -0.0102 -0.0820
C 1.217 1.337 -5.978 0.0356 0.0625 0.1378
C -8.209 14.497 -1.158 -0.0691 0.1675 0.0311
C 5.090 -4.400 0.182 -0.0481 0.3278 -0.0641
C 0.238 -2.249 -2.231 -0.0849 0.1512 0.0101
C -6.618 7.911 0.481 0.0748 0.0834 0.1166
C -5.963 4.718 -8.500 -0.1075 -0.1072 -0.1045
C -10.022 10.260 -0.077 -0.3230 -0.1535 0.1274
C 0.328 -4.683 6.169 0.0130 -0.0275 0.1480
C 2.926 -3.100 0.753 0.5092 0.0446 0.4929
C 5.196 -1.419 -4.269 -0.0090 -0.2477 -0.0470
C 2.674 -7.041 3.219 0.2044 0.0314 -0.1122
C 3.124 -0.527 7.260 0.0010 0.1599 0.0398
C 7.528 -6.532 7.586 -0.1732 0.0474 -0.0779
C 8.420 0.042 6.011 -0.0096 0.1858 0.0240
C -7.446 5.306 -3.743 -0.0939 -0.0117 -0.3778
C 4.193 -3.777 1.266 -0.4443 -0.2278 -0.4280
C 5.843 -3.844 5.120 0.0632 -0.1086 -0.1622
C -0.840 -3.284 -2.553 0.6157 0.0060 0.4450
C -0.522 -4.660 -1.966 -0.5557 0.6275 -0.6648
C 2.443 -4.113 -6.222 0.1518 0.0988 -0.0596
C 0.754 -4.265 0.727 -0.6786 -0.1998 -0.0110
H 8.188 -6.571 6.724 0.0632 -0.0758 0.0536
H 5.495 -1.110 -3.271 0.0492 0.0831 -0.0428
H 0.559 -4.803 -2.006 0.0363 -0.2151 0.0571
H -7.717 14.617 -2.119 0.0720 -0.0605 0.0310
H 1.723 1.611 -5.061 -0.0258 0.0440 -0.0069
H -1.026 -5.420 -2.561 0.1324 -0.2781 0.1559
H -6.835 6.104 -3.343 -0.0211 0.0028 0.1400
H 1.102 -4.674 5.407 -0.0205 -0.0209 -0.0176
H 2.713 -8.069 2.873 -0.0982 0.0016 -0.0068
H -0.128 -0.123 -2.120 -0.0449 0.1160 -0.0791
H 3.818 -0.716 8.073 -0.0179 -0.0786 0.0014
H 2.511 -2.488 1.545 -0.4619 -0.1918 0.0057
H -0.950 -0.871 -3.452 0.0321 -0.0892 -0.2268
H 4.175 -3.816 -2.057 0.1049 -0.0860 0.3155
H 6.556 -6.140 7.313 0.0035 0.0425 0.0604
H 2.313 -4.789 -0.365 -0.0253 0.1083 -0.0645
H 9.334 -0.106 6.578 0.0172 -0.0822 -0.0509
H 3.160 0.509 6.946 0.0307 -0.0228 -0.0566
H 6.519 -4.032 5.946 -0.0410 -0.0448 0.0458
H 0.282 -2.107 -1.146 -0.0056 -0.0491 0.1172
H -7.633 5.451 -4.800 0.0456 -0.0998 0.0880
H -6.042 7.122 0.956 -0.0780 -0.0616 -0.0195
H 5.986 -1.223 -4.987 0.0173 0.1121 0.0496
H -1.788 -2.908 -2.168 -0.2230 -0.1998 -0.1664
H 2.114 -0.824 7.530 0.0331 -0.0756 0.0318
H -6.838 4.339 -9.014 -0.0316 0.0179 0.0502
H 0.532 -6.021 -0.204 -0.3948 -0.1123 -0.2810
H 2.554 -5.072 -6.719 -0.1128 -0.0201 0.0109
H -0.587 -2.916 1.172 -0.0294 0.1187 0.2138
H 5.860 -2.802 4.833 0.0012 -0.0019 -0.0710
H 8.569 -0.205 4.965 0.0552 -0.0783 0.0289
H -0.136 -3.841 2.458 -0.2295 -0.0447 -0.0917
H -4.671 2.007 -3.267 0.0349 0.0433 0.0754
H 7.436 -7.510 8.049 0.1071 -0.0213 -0.0255
H 4.839 -4.165 5.358 -0.0112 -0.1503 0.0284
H -3.126 2.891 -3.440 -0.0116 -0.0224 0.0932
H 3.366 -3.547 -6.243 -0.0367 0.0223 0.0576
H -6.038 8.823 0.397 -0.0131 -0.0066 -0.0721
H 1.831 -6.516 2.776 -0.0786 -0.1074 0.0304
H -5.494 5.522 -9.060 0.0820 -0.0119 0.0548
H 8.044 1.052 6.127 -0.0493 -0.0277 0.0277
H -8.961 15.260 -1.003 -0.0419 -0.0477 0.0017
H 3.611 -6.529 3.029 0.0517 -0.0417 0.0688
H 4.721 -3.089 1.918 0.2316 0.1635 -0.2541
H -9.229 10.991 -0.014 0.0648 -0.2763 0.0764
H 6.095 -4.466 0.589 0.0951 -0.0882 -0.0718
H 0.714 -4.323 7.115 -0.0122 0.0513 -0.0187
H -10.952 10.733 -0.363 -0.0384 -0.0224 0.0575
H 4.903 -2.463 -4.283 -0.0885 0.0397 -0.0108
H 1.222 -2.624 -2.523 0.0076 -0.1220 -0.0796
H -7.555 8.086 1.008 0.1601 -0.0962 -0.0679
H -0.102 -5.674 6.273 0.0046 -0.0129 -0.1190
H -0.908 -3.404 -3.633 -0.1714 0.0420 -0.0710
H 1.875 1.448 -6.835 -0.0471 -0.0539 -0.0369
H -9.763 9.459 -0.764 0.1386 0.0281 0.0293
H -7.483 14.488 -0.351 0.0609 -0.0515 -0.0587
H -8.372 5.213 -3.186 0.0960 0.0128 0.1860
H 1.625 -3.545 -6.654 -0.0404 -0.0605 0.0001
H 3.863 -4.595 1.911 0.0876 0.0307 0.2125
H 0.823 0.328 -5.919 -0.0270 -0.0029 -0.0891
H -5.251 3.924 -8.294 0.0620 0.0737 0.0181
H -3.953 2.241 -4.887 0.0216 -0.0701 -0.0128
H 3.099 -2.441 -0.097 0.1168 -0.1387 -0.1134
H 4.796 -5.416 -0.075 -0.0779 -0.0399 0.0058
H 0.815 -0.591 -3.514 0.0211 0.0056 -0.2451
```
Positions in Å, forces in eV/Å.

---

ORCA calculation (ωB97M-V with the def2-TZVPD basis set) on a molecular structure, C23H66BrCuN2O9 at a distorted geometry.

Computed properties:
Max |F| = 2.05 eV/Å
DFT total energy = -5917.11744 hartree
LUMO energy = 0.387 eV

The geometry in XYZ format:
```
102
Properties=species:S:1:pos:R:3:forces:R:3
Br 1.223 2.740 -2.494 -0.0736 0.0515 -0.0819
Cu 0.163 0.229 0.188 0.3094 0.6245 0.0099
O 0.211 -4.163 1.005 -0.4284 0.8305 0.1097
O -2.907 3.289 0.858 0.2029 -0.0300 -0.0146
O -0.532 -1.347 1.230 0.0391 -0.6759 0.8807
O 2.831 0.032 0.864 -0.4363 0.1318 -0.2042
O 1.334 -0.827 -2.209 -0.0722 -0.2171 -0.5622
O -1.718 4.136 -1.622 0.1873 0.1211 0.3946
O 3.969 -3.821 4.343 0.2498 -0.0971 -0.1624
O -3.609 0.889 -3.944 -0.4337 -0.1183 -0.0770
O 0.457 5.242 0.523 0.2493 0.0929 -0.0093
N -1.295 0.875 -1.104 0.0194 0.1481 -0.1767
N 0.738 2.223 0.875 0.1713 -1.1412 0.7440
C 2.927 -1.814 3.697 -0.7262 -0.7269 0.8591
C -0.563 -3.694 -1.218 0.0820 0.0466 0.3762
C 0.627 -1.207 -4.504 -0.1400 -0.2664 -0.5232
C 0.316 -4.595 -0.358 -0.8067 -0.4090 -0.1722
C -2.725 1.286 -2.939 -0.0793 0.3000 -0.5565
C -1.289 -1.292 2.464 -0.4031 0.6599 0.0578
C -3.071 -0.670 -1.417 -1.0960 0.3898 0.0295
C 3.136 -1.048 -3.804 -0.5995 -0.1475 0.9727
C 1.837 1.827 3.021 -0.1233 -1.2148 -0.2945
C -4.277 4.081 2.640 -0.2569 0.1148 0.7238
C -2.072 0.204 -2.127 -0.3869 -1.1724 0.5463
C 5.400 -2.047 3.468 -0.0573 0.8230 0.3960
C -5.173 3.910 0.279 0.2863 -0.1533 -0.1968
C 1.726 -4.609 -0.842 0.2993 0.2158 -0.3809
C -2.445 -2.253 2.368 0.3463 -0.7831 0.2106
C 4.079 -2.746 3.413 -0.7488 -0.1224 -0.5723
C 1.683 -1.474 -3.473 1.3503 0.2760 1.5149
C 2.036 2.246 1.572 0.5715 0.0966 -0.5188
C 3.663 -0.783 0.078 -0.0589 -0.8282 0.2287
C -1.793 0.136 2.651 0.5006 -0.1408 0.0630
C -3.020 0.414 -5.095 0.0001 0.0768 -1.8144
C 3.086 1.416 0.811 0.2762 0.8955 0.4665
C -3.977 4.207 1.184 0.9672 -0.3344 -1.3072
H 1.688 -2.533 -3.179 -0.1146 0.0723 -0.3536
H -0.662 -1.581 3.324 0.1318 0.1705 -0.3359
H -2.047 -3.247 2.132 -0.1610 -0.0115 0.1834
H 6.243 -2.715 3.378 0.2744 -0.3134 -0.0507
H 1.553 0.752 3.066 0.0189 0.5126 -0.2395
H 2.894 -0.947 3.066 0.1945 0.3667 -0.2648
H 4.625 -1.004 0.523 0.4330 0.3465 0.4430
H 2.915 -1.555 4.759 0.3227 0.3438 -0.0235
H -2.437 0.466 1.844 0.0967 -0.0142 -0.4603
H -1.989 1.294 -0.484 0.3524 0.4858 -0.0137
H 3.830 -0.474 -0.929 -0.0404 0.9426 -0.6650
H 3.117 0.020 -3.976 0.2431 0.2832 -0.4372
H 2.727 1.883 3.654 -0.1629 0.4767 -0.1424
H -4.834 3.755 -0.751 0.0338 0.2111 0.0948
H 3.186 -1.745 -0.043 -0.4386 -0.2670 0.2185
H -3.007 -2.303 3.312 0.0877 0.0547 -0.3449
H 5.437 -1.326 2.637 0.1349 -0.0422 0.4144
H -2.546 -1.353 -0.756 -0.1436 -0.3398 -0.0366
H -2.441 3.559 0.037 -0.5382 0.0604 0.3779
H -0.960 0.833 2.775 -0.1331 -0.0321 -0.0753
H 0.850 -4.545 1.611 0.2621 -0.3295 -0.3278
H -5.106 4.765 2.826 -0.1624 -0.1622 0.3307
H 5.448 -1.534 4.441 0.2988 0.0503 -0.3626
H 3.152 1.821 -0.206 -0.1857 -0.4015 -0.1616
H -3.385 1.854 -2.300 0.1611 0.4023 0.6521
H -2.263 4.573 -2.275 -0.0776 0.1098 -0.2455
H -4.551 3.059 2.950 -0.0401 0.3253 -0.3526
H -5.923 4.697 0.274 -0.0548 0.1280 0.1307
H 0.531 -0.156 -4.812 -0.0485 -0.1391 0.5373
H 1.077 5.364 -0.206 -0.0007 -0.0324 0.0043
H 3.931 -3.113 2.391 0.0353 -0.3087 -0.1031
H -3.076 -1.976 1.540 -0.4826 0.2291 -0.2027
H -0.863 3.928 -2.050 0.0961 -0.1642 -0.0342
H -2.160 0.981 -5.469 0.2195 0.1805 0.5533
H -3.729 0.495 -5.919 -0.3705 0.0596 0.1147
H -1.571 -3.675 -0.850 -0.5892 -0.0521 0.4113
H -2.756 -0.627 -5.081 0.3717 -0.7354 0.4443
H -2.419 0.201 3.527 -0.0699 -0.0909 0.5296
H -0.122 -5.603 -0.428 0.1764 0.0733 0.1149
H -5.643 2.976 0.567 -0.1467 -0.1812 0.2119
H 3.606 -1.614 -4.584 -0.0880 -0.0712 -0.8807
H -0.399 5.217 0.087 -0.2612 -0.0613 -0.1349
H 1.397 0.136 -2.338 -0.0565 0.1429 -0.0443
H -1.943 1.946 -3.343 -0.0866 0.0276 -0.0422
H 4.037 1.674 1.298 0.1864 -0.3346 0.0003
H 4.665 -4.452 4.123 -0.0744 -0.0210 0.1614
H -0.799 1.583 -1.639 0.3770 0.5976 0.6409
H 0.979 2.370 3.402 0.1688 0.3220 0.5302
H 2.457 3.273 1.488 -0.2743 -0.3576 0.4348
H 1.779 -4.885 -1.886 -0.1981 -0.2203 -0.3770
H -3.755 -0.049 -0.818 0.3604 0.1167 0.2574
H 0.761 2.946 0.173 -0.3840 0.0499 -0.3058
H -0.238 -2.659 -1.289 0.3924 0.1047 0.0801
H 2.343 -5.327 -0.319 0.3014 0.0481 0.3865
H 0.006 2.419 1.559 0.1012 0.3820 -0.4445
H -3.604 5.222 0.966 -0.1994 -0.1061 0.1508
H 1.979 -2.353 3.585 0.0744 -0.0292 -0.2927
H 3.803 -1.211 -2.944 -0.4864 0.0040 -0.0086
H -0.633 -4.103 -2.212 0.1720 -0.1970 -0.5178
H -3.450 4.397 3.281 0.0387 -0.0200 -0.2583
H 2.107 -3.593 -0.810 0.3832 0.1270 0.3174
H 0.804 -1.752 -5.431 0.2415 -0.2076 -0.0412
H -0.120 -2.231 1.194 -0.0446 0.0123 -0.2140
H -0.291 -1.623 -4.087 -0.2690 0.4025 -0.1854
H -1.393 -0.458 -2.661 0.0710 0.2612 -0.5059
H -3.788 -1.131 -2.094 0.3890 -0.5563 -0.1987
```
Positions in Å, forces in eV/Å.